# 1
C3H5N | the ωB97M-V functional and the def2-TZVPD basis

```
9
Properties=species:S:1:pos:R:3
C 0.256 0.564 0.570
C -0.758 -0.441 0.458
C 0.265 -0.180 -0.657
N 0.605 1.679 1.534
H -0.732 -1.426 1.122
H -1.668 -0.031 0.155
H -0.211 0.240 -1.496
H 0.912 -0.976 -0.988
H 1.411 2.053 1.103
```

Summary:
SMILES = N=C1CC1
E_HOMO = -9.98 eV
largest force on an atom = 0.182 hartree/bohr
frontier orbital gap = 10.34 eV

# 2
C2H4NP | the ωB97M-V functional and the def2-TZVPD basis

```
8
Properties=species:S:1:pos:R:3
C -0.476 0.547 -0.481
C 0.550 -0.420 -0.054
N -3.021 -0.846 0.075
P -2.173 0.415 0.028
H 0.532 -1.301 -0.785
H 0.577 -0.919 1.079
H 1.563 0.024 -0.134
H -2.683 1.653 0.302
```

Summary:
E_HOMO (alpha / beta) = -9.09 / -8.95 eV
largest force on an atom = 0.061 hartree/bohr
frontier orbital gap (alpha / beta) = 7.24 / 6.96 eV

# 3
C9H36N16O9 | the ωB97M-V functional and the def2-TZVPD basis

```
70
Properties=species:S:1:pos:R:3
C 0.300 -0.525 -0.065
O -0.106 0.055 -1.311
H 1.381 -0.382 -0.025
H -0.011 0.059 0.802
H 0.055 -1.571 0.113
H -1.047 -0.185 -1.402
C -2.205 3.417 -0.916
O -2.359 4.531 -0.449
N -2.823 2.966 -2.018
N -1.487 2.514 -0.188
H -2.657 1.980 -2.158
H -3.609 3.499 -2.344
H -1.251 1.590 -0.523
H -1.152 2.776 0.723
C 1.450 1.960 2.915
O 0.783 2.625 2.124
N 1.152 1.883 4.198
N 2.634 1.363 2.597
H 0.357 2.442 4.460
H 1.663 1.278 4.816
H 2.982 1.446 1.646
H 3.185 0.806 3.226
C -2.432 0.458 3.196
O -1.858 -0.516 2.721
N -3.641 0.350 3.734
N -1.880 1.665 3.152
H -3.996 1.150 4.231
H -4.049 -0.566 3.819
H -2.285 2.360 3.757
H -0.944 1.717 2.762
C 1.515 -0.432 -5.011
O 1.369 0.718 -5.393
N 1.225 -0.918 -3.780
N 1.874 -1.452 -5.825
H 1.062 -0.302 -3.002
H 1.514 -1.857 -3.556
H 1.799 -2.420 -5.572
H 2.299 -1.124 -6.678
C 2.568 -3.674 -1.911
O 2.037 -4.756 -2.042
N 3.210 -3.130 -2.976
N 2.671 -2.935 -0.816
H 3.834 -2.352 -2.844
H 3.121 -3.615 -3.852
H 3.198 -2.080 -0.856
H 2.494 -3.361 0.078
C 0.168 -3.495 3.714
O -0.776 -4.244 3.933
N 1.386 -4.044 3.719
N 0.217 -2.164 3.473
H 2.055 -3.714 3.044
H 1.466 -4.987 4.060
H 1.021 -1.666 3.813
H -0.648 -1.650 3.323
C -3.849 -0.130 -1.143
O -2.702 -0.168 -1.621
N -4.909 0.195 -1.869
N -4.036 -0.328 0.133
H -5.754 0.352 -1.346
H -4.874 0.254 -2.872
H -4.780 0.172 0.590
H -3.153 -0.673 0.489
C 2.460 2.394 -1.018
O 3.301 2.387 -0.142
N 1.773 3.470 -1.440
N 2.339 1.298 -1.764
H 1.140 3.391 -2.219
H 1.809 4.375 -1.006
H 2.998 0.584 -1.500
H 1.402 0.939 -1.907
```

Summary:
SMILES = NC(N)=O.NC(N)=O.NC(N)=O.NC(N)=O.NC(N)=O.NC(N)=O.NC(N)=O.NC(N)=O.CO
E_HOMO = -9.14 eV
largest force on an atom = 0.056 hartree/bohr
frontier orbital gap = 9.16 eV

# 4
C25H32FGe2IrNOS | the ωB97M-V functional and the def2-TZVPD basis

```
64
Properties=species:S:1:pos:R:3
Ir -0.440 -0.262 -0.625
C 3.977 0.487 -2.063
S 2.855 0.084 -0.738
C 3.591 -1.449 -0.193
O 1.572 -0.336 -1.493
H 4.005 -0.340 -2.771
H 4.961 0.669 -1.631
H 3.612 1.392 -2.544
H 4.576 -1.219 0.215
H 3.667 -2.134 -1.036
H 2.956 -1.864 0.586
C 0.140 3.998 0.854
C 0.026 2.620 0.426
N -0.085 1.525 0.114
H 0.686 4.035 1.797
H -0.865 4.397 0.997
H 0.672 4.579 0.101
F -0.505 -5.857 1.031
C -0.367 -4.554 0.811
C -0.599 -3.679 1.868
C -0.482 -2.326 1.652
C -0.125 -1.881 0.381
C 0.226 -2.761 -0.659
C 0.040 -4.129 -0.432
H -0.891 -4.079 2.830
H -0.694 -1.622 2.444
H 0.685 -2.434 -1.584
H 0.288 -4.858 -1.192
C -2.195 1.098 -3.329
Ge -3.019 -0.433 -2.429
C -4.969 -0.412 -2.322
C -2.264 -2.114 -3.068
Ge -2.695 -0.069 0.189
C -3.206 1.744 0.721
C -3.015 2.166 2.041
C -3.340 3.458 2.429
C -3.857 4.355 1.501
C -4.039 3.954 0.183
C -3.712 2.660 -0.201
C -3.557 -1.491 1.174
C -3.896 -1.334 2.519
C -4.443 -2.391 3.231
C -4.678 -3.608 2.602
C -4.364 -3.768 1.258
C -3.800 -2.717 0.553
H -2.367 0.984 -4.402
H -1.113 1.112 -3.177
H -2.613 2.052 -3.014
H -5.338 -0.518 -3.345
H -5.346 0.519 -1.905
H -5.335 -1.246 -1.726
H -2.754 -2.354 -4.014
H -2.416 -2.945 -2.385
H -1.198 -2.002 -3.257
H -2.608 1.489 2.784
H -3.201 3.763 3.458
H -4.126 5.357 1.805
H -4.448 4.645 -0.542
H -3.872 2.370 -1.234
H -3.751 -0.386 3.022
H -4.701 -2.261 4.274
H -5.117 -4.427 3.156
H -4.559 -4.711 0.763
H -3.545 -2.866 -0.489
```

Summary:
spin multiplicity = 2
net charge = +2
E_HOMO (alpha / beta) = -13.47 / -14.30 eV
largest force on an atom = 0.011 hartree/bohr
frontier orbital gap (alpha / beta) = 6.58 / 6.43 eV